1.
An isolated molecule of C3H8S2. Source: the OMol25 dataset; level of theory: wB97M-V/def2-TZVPD.

Calculated values
E_HOMO: -8.13 eV
F_max: 0.01881 hartree/bohr
SMILES: CCSSC
Total charge: 0
LUMO: 0.0302 hartree

Atoms and positions in Å:
H -0.27 1.09 -3.07
S -0.30 -1.22 0.81
H -0.90 1.86 -0.15
C -0.48 1.82 -2.29
H -1.68 0.54 -1.06
H -1.39 2.33 -2.60
S 0.59 0.02 -0.53
H 1.58 -1.93 2.06
H 0.34 2.53 -2.22
H 0.26 -1.41 3.09
C -0.78 1.15 -0.96
H 1.29 -0.13 2.33
C 0.86 -1.13 2.21

2.
A 2-piece molecular cluster, C5H17N2O overall at a distorted geometry. Source: the OMol25 dataset; level of theory: wB97M-V/def2-TZVPD.

Calculated values
E_HOMO: -13.05 eV
F_max: 0.02632 hartree/bohr
Total charge: +1
LUMO: -0.0981 hartree

Atoms and positions in Å:
H -0.50 2.85 -1.30
H -0.96 -0.46 4.30
H -1.40 2.19 0.72
C 0.10 2.04 -1.68
N 0.03 0.64 0.35
H 1.16 2.17 -1.46
H -1.21 1.07 1.99
H -1.39 0.58 -1.18
H -0.08 2.01 -2.73
H 1.23 -2.86 0.04
N -0.17 -1.69 -1.06
C -0.32 0.71 -1.09
H 0.19 -0.48 -2.82
H 1.55 -2.76 -1.69
H 1.03 0.75 0.53
H 0.08 2.23 1.76
C -0.65 1.62 1.25
H 1.42 -0.48 -1.66
H -0.17 -0.30 0.70
H 0.29 -3.75 -1.14
O -0.19 -0.06 3.91
C 0.33 -0.49 -1.74
C 0.78 -2.79 -0.94
H 0.13 0.55 4.58
H -1.02 -2.00 -1.52

3.
A 2-piece molecular cluster, C4H6FO2Si overall at a distorted geometry. Source: the OMol25 dataset; level of theory: wB97M-V/def2-TZVPD.

Calculated values
E_HOMO: -3.01 eV
F_max: 0.11051 hartree/bohr
Total charge: -1
LUMO: 0.1335 hartree

Atoms and positions in Å:
C -0.75 0.59 -1.34
H -0.29 -1.97 0.43
H -1.48 1.15 -1.72
Si 0.33 -0.69 1.07
C -2.21 2.39 1.57
H -0.61 -0.37 -1.84
H -0.55 -0.54 2.32
O -1.53 2.89 2.37
H 1.45 0.75 -1.68
C 0.62 1.25 -1.12
F 0.48 2.70 -1.56
H 1.72 -1.33 1.40
O -3.16 2.11 0.97
C -0.12 0.79 0.06

4.
A 10-piece molecular cluster, C70H55F9O3 overall at a distorted geometry. Source: the OMol25 dataset; level of theory: wB97M-V/def2-TZVPD.

Calculated values
E_HOMO: -8.56 eV
F_max: 0.16750 hartree/bohr
SMILES: O=CCc1cccc2c1C(=O)c1ccccc1C2=O.Fc1ccccc1.Fc1ccccc1.Fc1ccccc1.Fc1ccccc1.Fc1ccccc1.Fc1ccccc1.Fc1ccccc1.Fc1ccccc1.Fc1ccccc1
Total charge: 0
LUMO: -0.0500 hartree

Atoms and positions in Å:
H -8.79 8.01 7.55
F -9.20 0.34 4.96
H 9.71 -3.59 -5.22
H 4.94 3.80 -1.76
H 14.04 0.77 -4.67
F -5.55 -2.27 -1.51
C 4.82 -5.76 -5.28
C -6.42 9.80 5.07
H 8.61 -1.02 -4.86
H -5.90 11.08 6.72
H -4.19 0.63 1.67
C 4.79 0.41 -1.91
H -5.53 4.66 4.16
H -9.48 4.27 2.50
C 13.30 0.71 -2.65
C 5.20 2.77 -1.57
O 4.95 -6.81 -6.10
C -6.50 10.24 6.39
H 1.28 -2.70 -2.78
C -4.90 -0.80 0.22
H -3.90 -0.95 -3.03
H 6.16 5.99 2.97
H 12.68 -1.18 -5.42
H 11.01 -1.53 -1.49
C 7.60 7.58 2.71
H 7.23 -8.43 -4.96
C 8.45 8.22 1.80
C 6.29 -1.66 -4.90
C -3.20 -4.62 0.85
C 5.29 -2.96 -5.01
C 2.98 -6.92 -3.36
H -2.68 1.78 0.07
C -7.62 -0.60 6.43
H -7.41 9.93 8.32
H -2.90 -3.74 1.41
H -5.58 -1.30 0.90
H 3.61 1.98 -2.79
C -2.24 -5.41 0.24
C 8.54 -3.47 -5.18
C 1.71 -3.80 -2.92
H 6.87 3.26 -0.29
C -8.75 -4.43 0.24
C 6.92 6.07 0.96
C 8.24 -6.26 -5.48
C 6.28 2.46 -0.74
C 8.53 7.79 0.48
C 3.62 -2.86 -4.90
H -6.04 -1.34 7.70
C -8.43 3.99 2.51
C -7.00 1.20 4.93
C 7.53 -4.79 -5.31
C -4.55 -4.97 0.74
H -6.21 1.95 0.92
C -8.03 8.08 5.55
H 4.22 -0.40 -2.36
C 13.38 0.27 -3.97
H -5.76 10.31 4.37
H 7.83 6.34 -0.96
F 6.18 -1.16 -0.84
C -2.59 -6.54 -0.49
C -5.36 0.26 6.43
H 13.90 1.55 -2.32
H -7.29 1.90 4.15
H -10.22 -5.99 0.21
C -3.96 -0.60 -2.01
C -6.21 4.22 3.45
C -4.13 0.29 0.64
H -5.31 -4.36 1.21
C -7.95 3.04 1.61
H -8.63 2.57 0.90
H -9.15 -1.31 -1.03
C 7.68 -7.43 -4.48
H -11.38 -2.25 -1.57
H 9.39 -6.11 -5.20
C 7.77 6.70 0.06
C -10.64 -2.86 -1.06
C -7.56 4.58 3.43
C -7.18 8.71 4.64
F 6.18 5.03 0.56
H -4.22 -7.79 -1.14
C -3.28 0.93 -0.26
C 1.75 -6.65 -2.28
O 7.67 -7.34 -3.13
H -11.93 -4.59 -0.94
F -0.95 -5.07 0.34
H 5.83 -0.57 -4.77
C -7.35 9.59 7.29
F -8.77 7.04 5.14
H 9.05 9.07 2.14
H -7.46 -2.72 0.16
C 6.83 6.50 2.28
H -5.96 -6.39 -0.06
H 7.44 0.87 0.16
C -10.95 -4.18 -0.71
H -7.12 8.35 3.62
H 3.51 -7.95 -3.55
C -6.60 2.68 1.62
C 5.86 0.12 -1.08
C -4.81 -1.23 -1.10
H -4.34 0.24 6.82
C -9.39 -2.33 -0.75
C 1.14 -5.11 -2.08
H -1.82 -7.14 -0.96
F -7.84 -5.18 0.87
C -5.75 3.27 2.54
C 5.92 -4.50 -5.21
C 11.77 -1.45 -3.49
F 11.03 -2.49 -3.90
H -2.54 1.00 -2.29
H -7.93 5.33 4.13
F -4.45 2.93 2.56
C 7.91 -1.95 -4.97
C -4.91 -6.12 0.02
H 8.27 -6.58 -6.63
C 2.92 -4.07 -3.99
C 3.55 -5.61 -4.20
C -5.70 1.17 5.43
C 11.68 -1.02 -2.17
H -8.37 -1.28 6.81
C -3.20 0.49 -1.58
C -3.93 -6.90 -0.59
H 9.19 8.29 -0.22
O 2.91 -1.90 -5.51
C 4.45 1.74 -2.15
C -7.95 0.31 5.44
H 7.54 7.92 3.74
H 12.39 0.40 -0.72
C 6.61 1.13 -0.49
C -6.31 -0.63 6.93
C -10.00 -4.97 -0.06
H -4.96 1.87 5.05
C -8.44 -3.12 -0.10
C 12.45 0.06 -1.75
H 0.25 -4.98 -1.30
C 12.62 -0.82 -4.40
H 1.35 -7.58 -1.66
C -8.12 8.51 6.87

5.
An isolated molecule of C3H6N2O at a distorted geometry. Source: the OMol25 dataset; level of theory: wB97M-V/def2-TZVPD.

Calculated values
E_HOMO: -9.03 eV
F_max: 0.04279 hartree/bohr
SMILES: N[C@@]1([O-])[C@H]2C[N@H+]21
Total charge: 0
LUMO: 0.0312 hartree

Atoms and positions in Å:
H -0.66 -0.62 -1.66
H 1.42 -0.18 -1.31
C 0.74 0.51 0.47
N 1.74 0.22 -0.44
N -0.59 -0.70 0.49
H -2.30 -0.39 -0.90
C -1.22 -0.34 -0.76
H 2.43 -0.38 -0.01
H -1.33 1.36 0.66
O 0.94 0.58 1.71
H -0.42 -0.53 1.54
C -0.66 0.75 0.05

6.
A 2-piece molecular cluster, C5H11NO overall at a distorted geometry. Source: the OMol25 dataset; level of theory: wB97M-V/def2-TZVPD.

Calculated values
E_HOMO (alpha / beta): -13.93 / -15.04 eV
F_max: 0.05831 hartree/bohr
Total charge: +1
LUMO (alpha / beta): -0.1527 / -0.2664 hartree
2S+1: 2

Atoms and positions in Å:
C 0.18 0.71 1.13
H -1.77 1.54 -0.31
H 0.39 1.50 -2.56
O -1.25 -2.37 1.61
H 1.30 -0.87 1.76
H 0.70 0.09 2.99
H 1.61 -0.10 -1.57
C 0.86 -0.61 -0.89
H 0.29 -1.11 -1.70
C -0.61 1.62 -2.18
H 1.32 -1.40 -0.25
C 0.08 0.42 -0.21
H -0.86 -1.53 1.37
H -0.86 -3.08 1.09
H -1.26 2.16 -2.85
N 0.98 0.05 2.01
H -0.19 1.66 1.46
C -0.90 1.32 -0.90

7.
A 16-piece molecular cluster, C19H70N14O16 overall at a distorted geometry. Source: the OMol25 dataset; level of theory: wB97M-V/def2-TZVPD.

Calculated values
E_HOMO: -8.77 eV
F_max: 0.19397 hartree/bohr
Total charge: 0
LUMO: -0.0369 hartree

Atoms and positions in Å:
C -7.79 16.55 3.30
H -3.60 19.78 3.06
C -7.72 16.59 11.40
H -9.71 16.89 7.02
H -0.64 21.48 7.35
O -1.86 19.65 6.35
N -5.61 15.94 7.42
H -0.12 17.59 6.83
H -8.77 16.92 3.29
H -2.94 15.24 8.60
N -4.47 16.34 11.03
N -5.62 18.61 6.76
H -7.95 15.45 3.16
O -4.26 18.58 4.46
C -3.57 16.60 11.92
C -7.09 21.50 7.99
N -1.24 20.45 10.09
C -5.19 23.15 5.14
C -9.20 17.78 7.40
C -3.68 22.98 9.31
H -8.83 15.60 12.73
H -3.99 17.75 4.82
N -2.86 16.33 5.51
H -3.22 23.55 11.27
H -3.22 18.78 8.65
H -4.69 23.34 9.24
C -3.26 18.96 3.66
O -8.70 23.20 7.42
H -6.70 21.41 6.97
H 0.74 20.70 8.07
C -10.60 20.83 7.38
H -5.42 16.87 11.24
C -7.46 20.66 4.03
H -6.84 20.47 4.93
H -5.08 23.79 4.23
H -6.26 21.34 8.70
C -7.77 22.88 8.32
N -0.06 18.45 7.37
O -3.71 17.13 13.21
H -8.30 17.76 5.77
O -2.38 19.69 12.00
C -5.46 22.03 12.02
H -7.36 16.90 2.40
O -4.98 13.80 7.98
H -6.48 15.51 7.14
H -9.41 19.82 6.28
C -4.33 21.90 5.18
H -4.40 21.43 6.20
N -3.68 15.83 8.32
C -5.01 18.67 7.88
H -4.70 22.60 12.53
H -2.27 15.58 10.56
O -8.19 21.89 4.19
O -5.21 20.72 11.76
N -1.94 18.41 10.01
H -3.56 16.86 8.33
H -9.91 18.39 8.04
H -2.91 22.63 4.02
O -2.94 15.41 3.32
H -10.03 20.76 8.26
H -6.51 17.92 10.37
H -8.48 17.38 8.18
N -2.45 16.09 11.41
H -6.65 18.85 6.75
H -8.28 22.99 9.22
H -4.94 15.56 5.92
N -8.18 16.39 12.65
C -3.45 15.65 4.55
H -7.78 20.64 8.12
H 0.73 18.52 8.00
H -2.95 18.17 2.95
H -3.24 18.76 6.96
N -4.65 15.43 4.91
N -6.83 17.59 11.27
H -7.08 23.59 8.18
H -5.55 17.02 7.33
H -2.36 19.38 4.17
C -2.77 23.71 10.29
C -1.84 19.50 10.76
H -4.98 23.80 5.88
H -6.23 22.05 12.74
H -6.16 16.44 4.61
H -2.97 21.45 9.77
H -0.87 20.53 9.12
H -1.85 16.46 5.36
C -0.65 19.59 7.03
H -7.93 19.81 3.66
H -3.16 22.99 8.39
H -9.29 22.44 7.38
N -0.19 20.64 7.64
H -6.24 22.89 5.16
H -4.61 21.34 4.32
O -9.84 20.71 6.26
O -3.80 21.68 9.56
H -5.32 14.90 4.27
H -2.60 24.86 10.13
H -11.40 19.98 7.35
H -4.73 20.66 10.89
H -6.67 20.85 3.23
C -4.75 15.18 7.91
H -5.77 22.52 11.13
H -4.32 16.10 10.04
H -1.57 16.11 11.94
H -8.74 21.79 4.96
O -5.60 18.69 9.11
O -7.01 16.92 4.48
H -6.35 17.97 12.18
H -3.35 16.60 6.38
H -1.31 18.34 9.19
H -10.99 21.90 7.21
O -8.13 15.92 10.27
O -3.01 22.38 4.97
O -8.36 18.43 6.44
H -2.30 17.60 10.53
H -5.20 18.68 5.81
H -1.82 23.23 10.43
H -1.00 21.10 10.88
H -7.78 16.87 13.48
N -3.75 18.52 7.84

8.
CH5N2O9P2V as an isolated structure. Source: the OMol25 dataset; level of theory: wB97M-V/def2-TZVPD.

Calculated values
E_HOMO (alpha / beta): -15.37 / -15.41 eV
F_max: 0.01864 hartree/bohr
Total charge: +1
LUMO (alpha / beta): -0.2308 / -0.2100 hartree
2S+1: 2

Atoms and positions in Å:
C -1.24 1.62 -2.07
N -0.09 1.17 -2.66
O 1.60 -0.20 2.87
O -1.24 1.16 -0.71
N 0.84 0.52 -1.84
H 4.07 0.66 2.40
H 1.71 1.05 -1.79
O 1.66 -0.78 0.42
O -0.63 -0.33 1.69
O 1.36 1.49 1.00
O 3.67 0.39 1.56
O -0.54 -0.47 4.29
O -2.13 2.24 -2.51
H 1.05 -0.41 -2.21
P 2.15 0.23 1.45
V -0.02 0.42 0.24
P 0.10 -0.86 3.07
H 0.13 1.42 -3.61
H 0.77 -2.65 2.03
O 0.32 -2.39 2.84